Formula: C36H43F9N6PS2SiZr
Source: the Open Molecules 2025 dataset
Level of theory: ωB97M-V/def2-TZVPD

Output
frontier orbital gap: 6.47 eV
calculated total energy: -4098.414455 a.u.
strongest force on any atom: 1.175 eV Å⁻¹
charge: +3

Cartesian coordinates (Å):
Zr  0.161  -0.308  0.378
S  -3.393  -2.496  2.665
S  2.825  -1.856  3.998
P  1.598  2.747  -0.398
Si  -1.188  1.546  2.066
F  7.695  3.202  2.582
F  3.283  3.164  -6.855
F  6.426  2.826  4.297
F  -1.063  8.722  1.133
F  -2.841  7.706  0.427
F  7.037  1.184  3.023
F  -1.471  8.603  -0.989
F  1.775  4.717  -6.832
F  3.824  5.188  -6.308
N  -0.324  -2.830  -0.597
N  3.585  -0.333  1.940
N  1.316  -0.703  -1.689
N  1.327  -1.017  2.078
N  -3.534  -0.930  0.492
N  -1.437  -1.306  1.505
C  -0.910  -1.968  2.630
C  1.159  -2.302  4.007
C  2.867  4.266  -6.209
C  -1.837  0.724  3.633
C  5.448  2.110  0.884
C  3.363  3.553  -2.522
C  -1.426  5.453  -0.201
C  2.576  3.925  -4.762
C  1.335  5.488  0.160
C  -1.819  -2.668  3.336
C  3.176  3.383  1.849
C  3.606  3.926  -3.836
C  -1.549  7.937  0.168
C  5.441  2.651  2.165
C  4.306  2.180  0.102
C  -0.085  2.850  2.839
C  -1.663  -3.456  -0.618
C  2.664  -0.115  -1.897
C  1.047  3.222  -3.060
C  0.509  -1.788  2.949
C  0.346  -0.047  -2.595
C  -2.741  2.216  1.200
C  4.316  3.305  2.638
C  3.144  2.807  0.579
C  0.608  6.662  0.256
C  -0.697  4.279  -0.284
C  6.670  2.487  3.031
C  1.471  -2.130  -2.099
C  0.676  4.282  -0.084
C  2.085  3.167  -2.126
C  1.286  3.594  -4.370
C  0.537  -3.675  0.268
C  -2.753  -1.473  1.440
C  2.587  -0.974  2.552
C  -0.771  6.640  0.086
C  0.196  -2.906  -1.974
H  0.023  3.034  -2.756
H  4.498  -0.316  2.376
H  -2.276  1.552  4.199
H  1.111  7.597  0.458
H  0.650  -0.147  -3.643
H  -1.601  -4.445  -1.082
H  2.317  3.907  2.236
H  0.164  3.694  2.211
H  0.763  -2.915  4.799
H  -0.632  3.233  3.704
H  2.269  -2.562  -1.493
H  4.598  4.237  -4.134
H  0.474  3.653  -5.081
H  0.833  2.399  3.223
H  -1.209  3.350  -0.506
H  1.535  -3.251  0.376
H  4.178  3.613  -1.816
H  -2.032  -3.593  0.394
H  -2.866  3.275  1.435
H  2.617  0.966  -1.862
H  -2.769  2.143  0.110
H  2.410  5.526  0.264
H  1.814  -2.151  -3.139
H  -0.569  -2.539  -2.659
H  3.401  0.472  1.347
H  -3.615  1.701  1.600
H  0.086  -3.777  1.251
H  3.348  -0.503  -1.141
H  6.341  1.634  0.500
H  -1.673  -3.249  4.232
H  -1.064  0.293  4.271
H  4.342  1.749  -0.888
H  -2.632  -0.005  3.492
H  -2.497  5.451  -0.351
H  0.301  1.018  -2.370
H  -0.650  -0.493  -2.494
H  -2.361  -2.844  -1.188
H  -4.532  -1.081  0.533
H  4.322  3.750  3.623
H  0.384  -3.949  -2.254
H  3.040  -0.399  -2.884
H  -3.261  -0.059  0.061
H  0.635  -4.676  -0.165